The following is a DFT calculation (ωB97M-V with the def2-TZVPD basis set) of a structure of composition C48H53N3O2PdSe.

The geometry in ORCA input format:
```
! wB97M-V def2-TZVPD RIJCOSX def2/J DEFGRID3
* xyz -2 1
Pd -0.693 -0.012 0.621
C -4.002 1.623 -1.674
C -3.434 2.215 -0.388
C -4.526 2.879 0.453
C -2.331 3.219 -0.633
C -2.475 4.227 -1.568
C -1.484 5.176 -1.754
C -0.341 5.131 -0.975
C -0.167 4.150 -0.011
C 1.067 4.138 0.859
C 2.350 4.231 0.033
C 0.987 5.266 1.888
C -1.169 3.178 0.164
N -1.053 2.165 1.107
C -1.431 2.393 2.365
O -1.787 3.489 2.829
C -1.442 1.165 3.215
C -1.490 1.209 4.598
C -1.529 0.020 5.316
C -1.430 -1.181 4.617
C -1.393 -1.156 3.234
N -1.469 -0.004 2.548
C -1.324 -2.406 2.411
O -1.554 -3.510 2.933
N -1.002 -2.197 1.132
C -1.015 -3.295 0.271
C 0.195 -3.866 -0.167
C 0.165 -5.001 -0.960
C -1.034 -5.572 -1.347
C -2.221 -4.979 -0.961
C -2.235 -3.846 -0.166
C -3.552 -3.210 0.215
C -4.315 -4.106 1.190
C -4.411 -2.911 -1.015
C 1.510 -3.241 0.232
C 2.255 -2.723 -0.999
C 2.364 -4.213 1.050
H -4.744 0.864 -1.431
H -3.201 1.155 -2.240
H -4.478 2.381 -2.294
H -3.001 1.376 0.188
H -4.987 3.693 -0.108
H -4.096 3.288 1.364
H -5.298 2.162 0.726
H -3.379 4.288 -2.161
H -1.608 5.954 -2.499
H 0.425 5.886 -1.117
H 1.079 3.187 1.400
H 2.489 5.228 -0.386
H 2.307 3.525 -0.791
H 3.212 3.993 0.654
H 0.997 6.239 1.395
H 1.828 5.220 2.578
H 0.064 5.170 2.457
H -1.495 2.171 5.088
H -1.634 0.023 6.395
H -1.391 -2.133 5.123
H 1.093 -5.463 -1.274
H -1.044 -6.466 -1.960
H -3.158 -5.424 -1.274
H -3.328 -2.259 0.711
H -4.534 -5.062 0.718
H -5.256 -3.641 1.484
H -3.712 -4.284 2.075
H -4.707 -3.830 -1.517
H -3.854 -2.295 -1.716
H -5.318 -2.382 -0.718
H 1.285 -2.371 0.861
H 2.496 -3.529 -1.692
H 3.183 -2.246 -0.689
H 1.634 -1.991 -1.514
H 2.696 -5.058 0.445
H 1.789 -4.608 1.887
H 3.244 -3.701 1.441
C 7.634 -0.045 0.649
C 6.153 0.044 0.883
C 5.260 0.312 -0.141
C 3.889 0.391 0.082
C 2.999 0.679 -1.090
C 3.389 0.198 1.378
Se 1.525 0.287 1.859
C 4.294 -0.057 2.428
C 3.803 -0.261 3.829
C 5.645 -0.138 2.163
H 7.854 -0.113 -0.414
H 8.042 -0.925 1.148
H 8.140 0.835 1.054
H 5.632 0.465 -1.149
H 3.256 1.641 -1.534
H 1.946 0.698 -0.803
H 3.134 -0.080 -1.859
H 3.261 -1.204 3.897
H 3.103 0.529 4.100
H 4.631 -0.271 4.536
H 6.328 -0.355 2.976
C -0.410 -0.051 -1.412
C -0.456 -0.050 -2.633
C -0.607 -0.040 -4.036
C 0.456 0.229 -4.912
C 0.252 0.264 -6.277
C -1.008 0.035 -6.810
C -2.065 -0.248 -5.958
C -1.869 -0.290 -4.595
H 1.440 0.414 -4.504
H 1.078 0.475 -6.946
H -1.167 0.075 -7.880
H -3.048 -0.435 -6.373
H -2.693 -0.515 -3.930
*
```

E = -4705.03881 hartree
frontier orbital gap (spin up / spin down) = 5.642 / 5.645 eV
ΔE to the lowest compared entry with this formula, charge and spin = 72.90 kJ/mol
HOMO level (spin up / spin down) = -1.25 / -1.25 eV